{
  "formula": "C17H19N3O5",
  "method": "ωB97M-V/def2-TZVPD",
  "homo_energy_ev": -8.4,
  "smiles": "CC(C)(C)NC(=O)NC(=O)COC(=O)c1cc(=O)[nH]c2ccccc12",
  "e_lumo_ev": 0.1,
  "multiplicity": 1,
  "homo_lumo_gap_ev": 8.554,
  "symbols": ["O", "O", "O", "O", "O", "N", "N", "N", "C", "C", "C", "C", "C", "C", "C", "C", "C", "C", "C", "C", "C", "C", "C", "C", "C", "H", "H", "H", "H", "H", "H", "H", "H", "H", "H", "H", "H", "H", "H", "H", "H", "H", "H", "H"],
  "coordinates": [[0.85332, -0.51685, 0.13977], [-2.34368, -2.65633, -1.29076], [-1.39463, 0.45271, 1.21277], [0.33175, 1.14032, -1.28177], [5.46830, 2.38265, -1.36557], [-2.78186, -0.80498, -0.01212], [4.76245, 2.31254, 0.77413], [-4.46311, -1.84057, -1.16404], [2.57694, 1.54911, 1.40209], [3.18198, 2.12415, 4.06252], [1.92563, 1.62885, 3.71939], [1.05872, 0.67057, -0.44778], [-4.52001, -2.70034, -3.45629], [1.62306, 1.34618, 2.40733], [4.13005, 2.35067, 3.09092], [3.83775, 2.07499, 1.75283], [-4.96217, -4.21003, -1.49546], [-6.60871, -2.41328, -2.09350], [3.27836, 1.56870, -0.92649], [-3.14624, -1.85059, -0.88254], [4.58016, 2.11539, -0.58022], [-0.35385, -1.16521, -0.21984], [-5.13074, -2.79718, -2.05689], [2.34395, 1.28332, 0.00851], [-1.52901, -0.42969, 0.40116], [5.66412, 2.68760, 1.04605], [-7.04409, -2.46268, -1.09742], [-3.90733, -4.46166, -1.44252], [-5.01925, -3.39108, -4.12945], [3.09792, 1.38537, -1.97432], [-5.46284, -4.92778, -2.13855], [-3.51869, -0.24046, 0.39509], [-6.73605, -1.40640, -2.48633], [-0.29562, -2.18550, 0.16147], [-5.03421, -1.08832, -0.81465], [-0.46919, -1.19167, -1.30801], [3.41147, 2.34022, 5.09522], [0.64347, 0.97987, 2.14484], [5.10137, 2.74743, 3.34898], [1.18477, 1.47021, 4.48755], [-7.15189, -3.09959, -2.73655], [-5.38928, -4.27556, -0.49729], [-3.46443, -2.95168, -3.41522], [-4.62510, -1.69118, -3.84836]],
  "atomic_forces_ev_per_a": [[0.1, -0.1, 0.3], [0.3, -0.3, -0.2], [0.0, 0.1, 0.1], [0.1, 0.0, 0.1], [0.1, 0.0, -0.3], [-0.6, 0.1, 0.0], [0.4, 0.1, 0.0], [-0.5, 0.2, 0.0], [0.3, 0.1, 0.3], [0.0, 0.0, -0.1], [-0.1, 0.0, 0.1], [-0.1, 0.1, -0.4], [0.0, 0.0, 0.2], [0.1, 0.1, 0.0], [0.0, 0.0, 0.0], [-0.6, -0.2, 0.3], [0.0, 0.2, -0.1], [0.3, 0.0, 0.1], [-0.5, -0.2, 0.1], [0.0, 0.5, 0.4], [0.1, 0.1, 0.3], [0.0, 0.0, -0.3], [0.0, -0.3, -0.2], [0.4, 0.2, -0.4], [0.2, -0.2, -0.2], [-0.1, -0.1, -0.2], [-0.1, 0.0, 0.1], [0.0, -0.1, 0.0], [-0.1, -0.1, -0.1], [0.0, 0.0, -0.1], [-0.1, -0.1, -0.1], [0.2, -0.1, 0.0], [0.0, 0.1, -0.1], [0.0, 0.1, -0.1], [0.1, 0.0, 0.0], [0.0, -0.1, 0.3], [0.0, 0.0, 0.1], [-0.1, -0.1, 0.0], [0.1, 0.0, 0.0], [-0.1, 0.0, 0.1], [0.0, -0.1, -0.1], [-0.1, 0.0, 0.1], [0.1, 0.0, -0.1], [0.0, 0.1, -0.1]]
}

{
  "formula": "C28H21IrN2O4P",
  "method": "ωB97M-V/def2-TZVPD",
  "homo_energy_ev": [-11.2, -11.2],
  "charge": 1,
  "e_lumo_ev": [-4.9, -4.9],
  "multiplicity": 1,
  "homo_lumo_gap_ev": [6.350, 6.332],
  "symbols": ["Ir", "P", "O", "O", "O", "O", "N", "N", "C", "C", "C", "C", "C", "C", "C", "C", "C", "C", "C", "C", "C", "C", "C", "C", "C", "C", "C", "C", "C", "C", "C", "C", "C", "C", "C", "C", "H", "H", "H", "H", "H", "H", "H", "H", "H", "H", "H", "H", "H", "H", "H", "H", "H", "H", "H", "H", "H"],
  "coordinates": [[0.01836, -0.20853, -0.12636], [2.49386, -0.04355, 0.19758], [-5.89273, 2.61258, 0.16833], [-4.16769, 4.01757, 0.07187], [-0.15806, 1.97230, -0.46016], [-1.57273, 3.69509, -0.38776], [-2.15046, 0.17057, -0.30240], [-4.30031, 0.39392, -0.07744], [-1.00524, -0.19995, 2.77262], [3.79605, -0.79343, 2.55882], [1.21089, -3.85945, -0.82570], [1.41473, -0.79102, 4.04032], [-0.95483, -0.35296, 4.16593], [0.98608, -3.71134, -2.19177], [-4.71415, 2.83155, 0.04430], [4.88913, -1.00266, -0.92752], [3.81054, -1.11487, 3.92082], [4.78454, 1.35176, -0.37842], [-3.79176, 1.66705, -0.12549], [1.76896, -1.51075, -0.65294], [1.37166, -0.55436, 2.63880], [-1.31967, 2.49763, -0.37348], [4.19126, 0.09121, -0.42252], [1.52749, -1.37331, -2.04527], [-2.43818, 1.51152, -0.26124], [6.79318, 0.42048, -1.29471], [-3.29337, -0.48647, -0.18271], [1.14778, -2.47318, -2.79734], [0.22401, -0.66794, 4.78602], [2.64966, -1.10125, 4.65019], [0.12765, -0.31569, 2.00038], [1.59777, -2.77989, -0.05556], [6.19541, -0.83095, -1.35108], [-3.44342, -1.95748, -0.13268], [2.59869, -0.54164, 1.92467], [6.08939, 1.51332, -0.80957], [1.79593, -2.90443, 1.00112], [4.21792, 2.19437, -0.00526], [4.42186, -1.97746, -0.96619], [7.80995, 0.54420, -1.63762], [-1.96393, 0.01250, 2.31987], [4.72571, -0.75123, 2.00810], [-2.45908, -2.41895, -0.11818], [1.09392, -4.83014, -0.36690], [0.25647, -0.80418, 5.85749], [-3.18568, 4.02181, -0.11235], [1.74386, -0.42886, -2.53312], [4.74856, -1.34310, 4.40290], [-3.99395, -2.32170, -0.99927], [6.55177, 2.48915, -0.77483], [-3.98919, -2.25176, 0.76288], [0.99176, -2.36660, -3.86126], [6.74757, -1.68003, -1.72889], [0.69546, -4.56769, -2.78155], [-1.85944, -0.22749, 4.74164], [-5.28942, 0.20564, 0.01780], [2.66794, -1.30823, 5.71209]],
  "atomic_forces_ev_per_a": [[0.5, 4.3, 1.2], [-1.3, -1.7, 0.5], [0.1, 0.0, 0.0], [0.0, 0.4, -0.1], [0.8, -2.1, 0.5], [0.3, -0.1, -0.1], [1.0, -0.9, 0.4], [0.2, 0.1, -0.1], [0.1, 0.1, -0.7], [-0.3, 0.0, -0.4], [-0.3, -0.3, -0.6], [-0.3, 0.1, -0.2], [0.4, -0.2, 0.3], [0.1, -0.2, 0.5], [0.0, -0.2, -0.1], [-0.2, 0.0, 0.1], [-0.1, 0.0, 0.4], [-0.1, 0.0, 0.1], [0.4, 0.1, 0.0], [0.8, -0.7, 0.0], [0.2, 0.0, -0.2], [-1.4, 0.1, 0.3], [-0.4, 0.7, -0.5], [0.2, -0.5, -0.2], [-0.1, 0.4, 0.0], [0.0, 0.0, 0.0], [0.0, -0.3, 0.0], [0.0, 0.4, 0.0], [-0.3, 0.0, 0.0], [0.3, 0.1, -0.2], [-0.6, 0.3, -1.2], [-0.3, 0.7, 0.1], [0.0, -0.1, 0.0], [-0.1, -0.1, 0.0], [0.3, 0.2, -0.1], [0.1, 0.0, 0.0], [0.0, 0.0, 0.0], [0.0, 0.1, 0.0], [0.0, -0.1, -0.1], [0.1, 0.0, 0.0], [0.0, 0.0, -0.1], [0.0, 0.0, 0.0], [0.0, 0.0, 0.0], [0.0, 0.0, 0.0], [0.0, 0.0, 0.1], [-0.1, -0.2, 0.0], [-0.1, 0.1, 0.0], [0.1, 0.0, 0.0], [0.0, 0.0, 0.0], [0.0, 0.0, 0.0], [0.0, -0.1, 0.0], [0.0, 0.0, 0.0], [0.0, 0.0, 0.0], [0.0, -0.1, 0.0], [-0.1, 0.0, 0.0], [0.0, 0.0, 0.0], [0.0, 0.0, 0.0]]
}

What are the ΔE to the lowest compared entry with this formula, charge and spin values for these records? In order: 0.1726 2.1195 eV.